Below is a molecular structure, C6H19F3O8Y in a non-equilibrium geometry, with properties calculated with wB97M-V/def2-TZVPD.

Structure (XYZ):
```
37
Properties=species:S:1:pos:R:3:nbo_charge:R:1
Y -0.76756 -1.78167 2.15552 2.204
C -1.16909 4.21476 3.24925 -0.642
C -1.74928 2.92538 3.83780 -0.076
O -0.86059 1.83758 3.94315 -0.816
H -1.79992 5.10273 3.29009 0.188
H -0.76218 4.06964 2.24853 0.202
H -0.24566 4.51720 3.74312 0.197
H -2.67247 2.66801 3.31859 0.126
H -1.96480 3.16468 4.87913 0.129
O -1.16865 -4.53703 0.10587 -1.279
H -1.54354 -5.20537 -0.50019 0.435
O -0.56567 -3.57251 4.94356 -1.201
H -0.02167 -4.36966 4.79141 0.425
C 1.43075 0.99681 -2.43625 0.306
O 1.11141 0.30492 -3.67654 -0.557
O 1.38918 -0.01793 -1.47901 -0.913
C 2.76261 1.93279 -2.48197 0.914
F 3.88580 1.25971 -2.49934 -0.322
F 2.75767 2.73986 -3.58183 -0.362
F 2.81190 2.83886 -1.46109 -0.349
C 2.13567 -0.27739 -4.43980 -0.076
C 1.33649 -0.73069 -5.65982 -0.606
H 0.71937 -1.57188 -5.34414 0.200
H 0.73402 0.08226 -6.06511 0.204
H 1.91221 -1.06898 -6.52133 0.182
H 2.56496 -1.14133 -3.93243 0.178
H 2.85002 0.37385 -4.94346 0.157
H 0.64300 1.72470 -2.24206 0.119
O -4.13001 -2.42616 3.12011 -0.959
H -4.84356 -2.80016 2.60319 0.483
H -4.39425 -2.56484 4.02959 0.488
O 2.83121 -2.42109 2.94801 -0.957
H 3.38170 -2.75992 3.65397 0.484
H 3.42898 -2.31329 2.20823 0.482
O -3.09610 -0.38713 -0.29888 -0.960
H -2.97262 -0.82763 -1.13969 0.491
H -3.95934 0.02091 -0.36621 0.479
```

Relative energy (zero: lowest compared OMol25 entry of this formula, charge and spin)   16.110 eV
Energy   -32095.6176 eV
Total charge   -1